Here is C32H57BCl10FI3N3O5S as an isolated structure in a non-equilibrium geometry from the OMol25 dataset. Energies are from wB97M-V/def2-TZVPD.

Results
E_tot, eV: -212549.51387
Total charge: +1
Frontier orbital gap, Eh: 0.2162

Positions of all 113 atoms, in Å:
C 4.4839 -3.2667 0.8777
B 3.7448 -2.9533 2.3368
O 3.7037 -4.1313 3.2647
C 3.0348 -1.4694 2.7084
C 3.6689 -1.0807 4.1648
C 5.1665 -1.6063 4.5218
F 3.6201 0.3732 4.5061
C 1.4087 -1.8701 2.7854
C 0.5371 -1.0501 3.8858
C -0.1023 -2.0008 5.1049
O -0.4351 -3.2818 4.9875
O -0.3105 -1.3741 6.4466
C -1.6609 -0.7382 6.3078
C -1.9007 0.7571 5.6765
O -2.7089 -1.4768 6.6889
N 0.7685 -1.9212 1.3801
C -0.6403 -2.5046 1.3963
C -0.7952 -3.9006 0.5031
C -2.1164 -3.7392 -0.5002
N -2.0956 -4.7507 -1.6242
C 0.8393 -0.5241 0.7356
C 0.2929 -0.6599 -0.7850
I 0.8710 -2.2232 -2.2734
C -0.7556 0.2804 -1.3582
C -1.4693 1.4985 -0.5280
I -1.4888 0.0737 -3.4599
C 2.2865 0.2390 0.9540
C 2.0913 1.5644 1.9624
C 1.0277 2.6809 1.3886
O 1.3991 3.7339 0.6113
C 2.7998 1.0206 -0.4389
C 3.5303 0.0786 -1.5392
C 5.0418 0.6308 -1.9641
I 4.6859 2.2046 -3.5062
N 3.3747 -0.5867 1.5554
S 4.9558 0.0994 1.5538
H 3.7348 -3.0726 -0.0168
H 5.4467 -2.6239 0.7062
H 4.8178 -4.4006 0.7866
H 3.0273 -4.7458 2.8070
H 2.9838 -1.6046 4.9938
H 5.9808 -1.4980 3.6970
H 5.2179 -2.7233 4.9409
H 5.5457 -0.9401 5.4385
H 1.3681 -3.0127 3.1341
H 1.0744 -0.1873 4.4569
H -0.4229 -0.5547 3.3768
H -2.8544 1.2447 6.1515
H -0.9875 1.4846 5.7727
H -2.1296 0.6404 4.5114
H 1.3083 -2.5375 0.7178
H -0.9929 -2.8522 2.4833
H -1.4764 -1.7174 1.0697
H 0.1784 -4.2218 -0.0532
H -1.0768 -4.8128 1.2203
H -2.0660 -2.6545 -0.9358
H -3.0569 -3.8798 0.1950
H -1.3148 -4.5537 -2.2880
H -2.0888 -5.7377 -1.2856
H 0.0230 0.0974 1.3471
H -1.6587 1.2753 0.6107
H -2.5511 1.6730 -1.0017
H -0.8662 2.4792 -0.7359
H 1.7475 1.2915 3.0357
H 3.1061 2.1807 2.0895
H -0.1072 2.6165 1.6842
H 1.9040 1.5695 -0.9948
H 3.5574 1.9087 -0.1839
H 2.9151 0.0556 -2.5531
H 3.6875 -1.0101 -1.1327
H 5.6785 -0.2405 -2.4651
H 5.6049 1.1425 -1.0742
H 5.0200 1.1540 2.4979
Cl -7.2467 -3.6284 -1.4585
C -6.2719 -2.7097 -2.6322
C -5.0639 -3.4960 -3.1166
Cl -3.8511 -3.7255 -1.8315
H -5.9771 -1.7655 -2.1645
H -6.9280 -2.4803 -3.4771
H -4.5673 -2.9532 -3.9259
H -5.3496 -4.4831 -3.4931
Cl 3.8687 7.5598 -0.1089
C 2.2296 6.9352 0.1995
C 1.2887 8.0161 0.7078
Cl 1.7166 8.5632 2.3488
H 2.3097 6.1048 0.9076
H 1.8590 6.5377 -0.7500
H 0.2685 7.6257 0.7614
H 1.2853 8.8903 0.0494
Cl -0.9313 6.7339 -1.4707
C -2.5704 6.1093 -1.1623
C -3.5113 7.1902 -0.6540
Cl -3.0834 7.7374 0.9870
H -2.4903 5.2790 -0.4541
H -2.9410 5.7118 -2.1118
H -4.5315 6.7998 -0.6004
H -3.5147 8.0644 -1.3124
Cl -7.6049 -0.1071 -4.0730
C -8.8162 -0.1922 -5.3759
C -9.8510 -1.2784 -5.1288
Cl -9.1541 -2.9134 -5.2578
H -8.2880 -0.3462 -6.3218
H -9.3067 0.7849 -5.4157
H -10.6443 -1.2136 -5.8788
H -10.3085 -1.1823 -4.1392
Cl 2.5491 -2.9469 -6.3122
C 3.2021 -1.3176 -6.0110
C 4.5748 -1.3599 -5.3585
Cl 4.5062 -1.9710 -3.6861
H 2.4805 -0.7702 -5.3969
H 3.2687 -0.8193 -6.9827
H 4.9940 -0.3510 -5.3088
H 5.2698 -1.9906 -5.9215